DFT (ωB97M-V/def2-TZVPD) results for 6 unconnected molecules or ions with the total composition C34H57NO16P in a non-equilibrium geometry.

The geometry in XYZ format:
```
109
C34H57NO16P (ωB97M-V/def2-TZVPD)
C 2.3855 3.3313 4.5942
C 3.7721 3.7573 3.7995
C 5.0047 3.1467 4.7557
C 3.8703 2.9120 2.3905
C 3.5329 3.7576 1.0402
C 2.5830 3.0188 -0.0649
C 1.3926 2.0693 0.4944
C 0.5370 2.6292 1.7653
C -1.1084 2.6918 1.4791
O -1.4046 4.0322 0.9337
C -2.5301 4.6570 1.6568
O -2.3837 5.8243 2.2928
P 5.2361 3.9968 0.1187
O 5.8754 2.5780 -0.2011
O 5.0324 4.8584 -1.4186
O 6.3975 4.9061 1.0355
C 2.9474 5.2656 1.2591
C 3.2320 5.9702 2.6903
C 1.7622 6.4979 3.2922
C 4.0633 7.3853 2.3629
N 4.0292 5.2272 3.7022
O 5.3164 5.5783 3.7878
H 2.2551 2.1510 4.5501
H 2.5703 3.5985 5.7403
H 1.4280 3.8981 4.2365
H 5.0860 3.7012 5.7885
H 6.0338 3.0935 4.1685
H 4.7090 2.0114 4.9590
H 5.0048 2.5472 2.3170
H 3.2456 1.9299 2.5533
H 3.2547 2.4130 -0.8445
H 2.0817 3.8823 -0.7164
H 0.6169 1.9090 -0.3982
H 1.7944 0.9773 0.7454
H 0.6868 1.8699 2.6596
H 0.8263 3.6930 2.1519
H -1.3903 1.8039 0.7574
H -1.6441 2.5863 2.5359
H -3.5696 4.0734 1.6610
H 5.8989 4.6401 -1.9015
H 6.4990 5.8539 0.6670
H 3.4311 5.9445 0.4042
H 1.7768 5.2983 1.0279
H 1.8214 6.7223 4.4625
H 1.4642 7.5006 2.7197
H 0.9295 5.7158 3.0239
H 5.0541 7.2043 1.7655
H 3.3437 7.9773 1.6181
H 4.1723 8.0691 3.3073
O -2.4906 -0.2761 0.2115
C -1.6703 -0.7678 0.9688
O -1.1409 -0.1267 2.0517
C -0.1389 -0.9535 2.6419
C -0.4628 -2.3539 2.1915
C -1.0641 -2.1311 0.8268
H 0.8423 -0.6196 2.2884
H -0.1752 -0.8565 3.7309
H 0.4073 -3.0156 2.1835
H -1.2158 -2.7929 2.8572
H -0.2999 -2.1029 0.0451
H -1.8261 -2.8795 0.5971
O -7.2003 -4.1560 -1.1758
C -6.6081 -3.0930 -1.0890
O -5.2552 -2.9535 -1.2085
C -4.8991 -1.5974 -0.9440
C -6.1539 -0.8013 -1.1904
C -7.2412 -1.7673 -0.7927
H -4.5560 -1.5222 0.0932
H -4.0858 -1.2932 -1.6093
H -6.1816 0.1409 -0.6367
H -6.2420 -0.5688 -2.2586
H -7.4661 -1.7094 0.2759
H -8.1456 -1.6204 -1.3877
O -7.9098 -0.5188 -3.3821
C -7.7216 -0.1928 -4.5424
O -7.6682 1.0994 -4.9800
C -7.5445 1.1078 -6.4014
C -6.9795 -0.2419 -6.7594
C -7.5629 -1.1369 -5.6955
H -8.5355 1.2725 -6.8373
H -6.8821 1.9221 -6.7092
H -7.2251 -0.5550 -7.7777
H -5.8869 -0.2235 -6.6652
H -8.5461 -1.5210 -5.9810
H -6.8849 -1.9558 -5.4442
O 1.2760 -4.5198 -0.6282
C 0.8279 -5.4113 0.0737
O 0.6266 -5.3036 1.4198
C 0.1986 -6.5648 1.9317
C -0.3727 -7.3011 0.7483
C 0.4640 -6.7872 -0.3959
H 1.0642 -7.0788 2.3627
H -0.5485 -6.4103 2.7156
H -0.3399 -8.3880 0.8608
H -1.4190 -7.0079 0.5987
H 1.3777 -7.3734 -0.5272
H -0.1084 -6.7480 -1.3255
O 3.2616 -7.2571 -1.3127
C 3.3240 -7.2991 -2.5303
O 2.5632 -8.1199 -3.3123
C 2.9745 -7.9850 -4.6718
C 3.6541 -6.6431 -4.7504
C 4.2672 -6.5025 -3.3801
H 3.6530 -8.8095 -4.9149
H 2.1012 -8.0392 -5.3284
H 4.3812 -6.5757 -5.5641
H 2.9050 -5.8560 -4.9000
H 5.2616 -6.9548 -3.3308
H 4.3000 -5.4584 -3.0604
```

The calculation puts the largest force on an atom at 0.172 hartree/bohr. As for the total charge: 0. The calculation puts the HOMO-LUMO gap (spin up / spin down) at 9.0 / 9.8 eV. Its multiplicity is 2.

---

DFT (ωB97M-V/def2-TZVPD) results for a single C23H22N2O3 molecule.

The geometry in XYZ format:
```
50
C23H22N2O3 (ωB97M-V/def2-TZVPD)
C -3.4263 -3.3701 0.3954
O -2.2030 -2.6343 0.2767
C -2.2962 -1.3260 0.5813
O -3.3235 -0.8106 0.9338
C -0.9615 -0.6257 0.4336
C -1.1106 0.8242 0.8744
N 0.1861 1.4768 0.9833
C 0.0496 2.9209 1.1010
C 1.3922 3.6061 1.0822
C 1.5438 4.8102 0.4122
C 2.7725 5.4600 0.3901
O 2.8418 6.6362 -0.2942
C 3.8674 4.9067 1.0328
C 3.7097 3.6930 1.6995
C 4.8473 3.1100 2.3631
N 5.7593 2.6483 2.8878
C 2.4853 3.0388 1.7317
C -0.4093 -0.7870 -1.0095
C -1.2078 -0.0009 -2.0234
C -2.4374 -0.4718 -2.4020
C -3.3057 0.2802 -3.2194
C -2.9348 1.5191 -3.6466
C -1.6581 2.0366 -3.3177
C -1.2560 3.3175 -3.7734
C -0.0163 3.8107 -3.4916
C 0.8979 3.0229 -2.7606
C 0.5340 1.7890 -2.3023
C -0.7672 1.2636 -2.5298
H -3.1845 -4.3902 0.1144
H -3.7964 -3.3296 1.4181
H -4.1842 -2.9565 -0.2687
H -0.2641 -1.1344 1.1062
H -1.7794 1.3434 0.1718
H -1.6038 0.8570 1.8473
H 0.7261 1.2911 0.1475
H -0.5742 3.3438 0.2986
H -0.4616 3.1389 2.0444
H 0.7101 5.2571 -0.1156
H 3.7339 6.9942 -0.2379
H 4.8324 5.3981 1.0175
H 2.3790 2.0955 2.2480
H 0.6420 -0.5059 -1.0142
H -0.4378 -1.8466 -1.2621
H -2.7616 -1.4438 -2.0483
H -4.2725 -0.1260 -3.4863
H -3.6009 2.1211 -4.2527
H -1.9589 3.8981 -4.3591
H 0.2771 4.7913 -3.8431
H 1.8970 3.3940 -2.5705
H 1.2754 1.1914 -1.7897
```

The calculation puts the largest force on an atom at 0.002 hartree/bohr. As for the SMILES: COC(=O)[C@H](CNCc1cc(O)cc(C#N)c1)Cc1cccc2ccccc12. As for the total charge: 0. The calculation puts the HOMO-LUMO gap at 8.7 eV. The value obtained for the energy above the lowest of the compared OMol25 structures with the same formula, charge and spin is 1.792 eV.

---

DFT (ωB97M-V/def2-TZVPD) results for a single C3H12N2P2 molecule in a non-equilibrium geometry.

The geometry in XYZ format:
```
19
C3H12N2P2 (ωB97M-V/def2-TZVPD)
C 2.5487 1.1773 0.7708
C 0.6294 -0.7962 -1.2957
C 1.4522 0.0901 0.8439
N -3.9811 -0.1434 0.8411
N 0.4549 0.2033 -0.1681
P -2.6240 0.2125 -0.2203
P -0.4967 1.4996 -0.5011
H 3.3069 0.8830 -0.1212
H 2.2383 2.1703 0.6589
H 3.1605 1.1246 1.7342
H 1.4864 -0.5724 -1.9056
H 0.6453 -1.8882 -0.8516
H -0.2026 -0.8028 -1.9630
H 1.9700 -0.9010 0.9656
H 0.8325 0.3276 1.7519
H -3.9343 -1.2022 1.1372
H -3.0162 -0.6700 -1.2384
H -3.2653 1.2638 -0.7936
H -4.0175 0.4710 1.5945
```

The calculation puts the largest force on an atom at 0.089 hartree/bohr. As for the SMILES: CCN(C)P=[PH2]N. As for the total charge: 0. The calculation puts the HOMO-LUMO gap at 6.9 eV. The value obtained for the energy above the lowest of the compared OMol25 structures with the same formula, charge and spin is 1.151 eV.